[1]
Below is an isolated molecule of C3H6N2, with properties calculated with the ωB97M-V functional and the def2-TZVPD basis.

The geometry in XYZ format:
```
11
Properties=species:S:1:pos:R:3:nbo_charge:R:1
C -0.652 0.381 1.089 -0.041
N -1.455 0.648 0.092 -0.197
N -0.838 0.341 -1.019 -0.442
C 0.556 -0.195 -0.803 -0.253
C 0.684 -0.186 0.759 -0.496
H -0.896 0.595 2.160 0.195
H -1.599 -0.198 -1.816 0.371
H 0.695 -1.149 -1.322 0.204
H 1.230 0.582 -1.341 0.197
H 1.506 0.504 1.178 0.238
H 0.769 -1.323 1.023 0.223
```

Its SMILES is C1=NNCC1. The calculation puts the total energy at -6185.851 eV. As for the HOMO-LUMO gap: 0.3273 Ha.

***

[2]
Below is a structure of composition C25H52Cl2P2Si2W, with properties calculated with the ωB97M-V functional and the def2-TZVPD basis.

The geometry in XYZ format:
```
84
Properties=species:S:1:pos:R:3:mulliken_spin:R:1
W 0.317 -0.099 -0.043 0.813
C 2.390 -0.861 -0.355 0.004
C 1.476 -1.866 -0.791 0.024
C 0.710 -1.257 -1.863 0.011
Si 1.537 -3.622 -0.084 0.002
C 1.153 0.087 -2.040 -0.009
C 2.202 0.357 -1.081 -0.033
Si 3.326 1.844 -0.794 0.002
H 3.178 -1.027 0.377 0.002
H -0.018 -1.767 -2.470 0.012
H 0.826 0.763 -2.813 0.010
Cl -2.133 0.657 -0.281 0.019
C 4.858 1.378 0.174 0.002
C 3.791 2.676 -2.401 0.002
C 3.101 -3.899 0.895 0.000
C 1.324 -4.920 -1.410 0.002
H 4.459 2.009 -2.967 0.000
H 4.345 3.604 -2.189 0.000
H 2.932 2.922 -3.038 0.000
H 4.615 0.898 1.130 -0.001
H 5.454 2.276 0.383 0.000
H 5.483 0.684 -0.404 -0.001
H 2.195 -4.897 -2.082 0.000
H 0.420 -4.784 -2.019 0.000
H 1.282 -5.913 -0.940 0.000
H 3.980 -3.829 0.241 0.000
H 3.083 -4.903 1.339 0.000
H 3.208 -3.163 1.701 0.000
C 2.219 2.944 0.293 0.003
C 0.060 -3.612 1.112 -0.002
P 0.449 2.598 -0.030 0.014
H 2.479 3.995 0.103 0.001
H 2.448 2.734 1.351 0.000
P -1.151 -2.332 0.607 0.059
H 0.430 -3.368 2.120 0.000
H -0.376 -4.620 1.148 0.000
C -2.504 -2.344 1.872 -0.016
C -1.946 -3.244 -0.851 -0.012
C 0.256 3.419 -1.714 -0.002
C -0.533 3.716 1.071 -0.005
C -1.200 2.955 2.224 0.005
H -1.328 4.102 0.416 -0.002
C 0.278 4.897 1.621 0.000
H 1.106 4.557 2.258 0.000
H -0.383 5.518 2.238 0.000
H 0.684 5.540 0.831 0.000
H -1.788 2.108 1.855 -0.001
H -1.890 3.635 2.749 -0.001
H -0.465 2.604 2.961 -0.003
H 0.951 2.855 -2.354 0.000
C 0.661 4.897 -1.742 -0.001
C -1.162 3.246 -2.266 0.006
H 1.684 5.086 -1.407 0.000
H -0.031 5.519 -1.155 0.000
H 0.595 5.246 -2.783 0.000
H -1.446 2.196 -2.357 0.003
H -1.208 3.710 -3.261 -0.001
H -1.908 3.744 -1.630 -0.002
H -1.111 -3.359 -1.558 0.000
C -3.031 -2.396 -1.516 0.005
C -2.492 -4.636 -0.514 0.000
H -1.755 -5.314 -0.079 0.000
H -2.841 -5.102 -1.447 0.000
H -3.363 -4.577 0.157 0.000
H -2.656 -1.429 -1.854 0.003
H -3.874 -2.210 -0.835 -0.001
H -3.421 -2.944 -2.386 -0.001
C -2.467 -1.075 2.734 0.025
C -2.513 -3.593 2.760 0.001
H -3.431 -2.322 1.279 -0.004
H -1.603 -3.664 3.369 0.000
H -2.625 -4.521 2.185 0.000
H -3.370 -3.531 3.443 0.001
H -1.543 -1.011 3.324 0.004
H -3.324 -1.082 3.421 0.001
H -2.550 -0.180 2.108 -0.008
C -5.401 1.631 -1.206 0.913
H -5.168 1.421 -2.257 0.026
H -5.887 0.865 -0.602 0.025
H -5.295 2.647 -0.826 0.025
Cl 1.233 -1.142 2.910 -0.001
C 1.148 0.266 1.830 0.082
H 0.662 1.062 2.400 -0.018
H 2.203 0.551 1.707 0.017
```

The calculation puts the total energy at -87973.289 eV. The multiplicity is 3. As for the expectation value of S²: 2.0087. As for the HOMO-LUMO gap (spin up / spin down): 0.2405 / 0.2551 Ha.

***

[3]
Below is a structure of composition C36H31KN6O7S2, with properties calculated with the ωB97M-V functional and the def2-TZVPD basis.

The geometry in XYZ format:
```
83
Properties=species:S:1:pos:R:3:mulliken_charge:R:1
K -0.645 1.217 0.350 1.156
C -0.937 4.239 2.381 -1.273
C 0.355 3.468 2.307 0.209
C 1.301 3.755 1.323 -0.466
C 2.474 3.013 1.205 1.173
C 3.461 3.300 0.105 -1.560
C 2.702 1.982 2.110 -0.468
C 1.787 1.678 3.113 0.944
C 2.090 0.599 4.117 -1.433
C 0.608 2.418 3.190 -0.492
H -0.820 5.242 1.971 0.368
H -1.282 4.320 3.413 0.409
H -1.736 3.751 1.814 0.090
H 1.108 4.555 0.616 0.216
H 4.456 2.940 0.373 0.416
H 3.519 4.369 -0.104 0.391
H 3.156 2.805 -0.818 0.158
H 3.610 1.393 2.026 0.247
H 2.789 -0.132 3.706 0.176
H 1.178 0.084 4.424 0.173
H 2.546 1.034 5.011 0.485
H -0.131 2.155 3.940 0.332
S -1.723 -0.671 4.361 -0.480
C -1.381 -1.952 3.290 0.110
N -2.205 -2.868 2.874 -0.940
N -1.608 -3.781 1.945 -0.007
C -0.785 -4.777 2.386 0.341
C -0.677 -5.091 3.750 -0.353
C 0.147 -6.125 4.162 -0.451
C 0.891 -6.867 3.253 -0.564
C 0.797 -6.546 1.901 -0.430
C -0.023 -5.522 1.469 -0.354
N 0.002 -2.053 2.972 -0.449
N 0.406 -1.567 1.910 0.794
C 1.782 -1.858 1.631 -0.569
C 2.511 -2.811 2.343 -0.235
C 3.827 -3.059 2.000 -0.691
C 4.421 -2.374 0.941 -0.633
C 3.684 -1.450 0.219 -0.199
C 2.363 -1.195 0.562 0.711
H -1.396 -3.392 1.039 0.357
H -1.233 -4.498 4.463 0.455
H 0.218 -6.345 5.222 0.345
H 1.540 -7.667 3.587 0.364
H 1.383 -7.095 1.173 0.338
H -0.075 -5.270 0.416 0.339
H 2.026 -3.348 3.149 0.453
H 4.392 -3.802 2.550 0.390
H 5.450 -2.581 0.671 0.362
H 4.111 -0.937 -0.633 0.449
H 1.789 -0.489 -0.024 -0.264
O -3.717 3.839 0.226 -0.840
C -3.444 2.689 -0.145 0.278
O -2.937 1.751 0.518 -0.982
C -3.760 2.386 -1.621 0.225
C -4.252 3.402 -2.431 -0.532
C -4.554 3.175 -3.768 -0.644
C -4.359 1.921 -4.320 -0.275
C -3.839 0.922 -3.512 -0.162
C -3.539 1.133 -2.175 -0.198
N -3.584 -0.392 -4.113 1.215
O -3.017 -1.230 -3.445 -0.620
O -3.991 -0.589 -5.249 -0.687
H -4.404 4.368 -1.967 0.505
H -4.946 3.976 -4.383 0.378
H -4.573 1.709 -5.357 0.497
H -3.149 0.331 -1.560 0.650
O 1.935 -0.901 -2.714 -0.725
C 1.324 0.153 -2.782 0.060
N 1.314 1.143 -1.848 -0.254
S 0.556 2.454 -2.369 0.903
O -0.552 2.784 -1.491 -0.594
O 1.454 3.544 -2.667 -0.785
C -0.065 1.768 -3.885 0.251
C -0.919 2.291 -4.833 -0.460
C -1.252 1.475 -5.908 -0.461
C -0.741 0.182 -6.008 -0.545
C 0.125 -0.321 -5.044 -0.427
C 0.456 0.494 -3.977 0.146
H -1.332 3.285 -4.727 0.448
H -1.939 1.835 -6.663 0.340
H -1.044 -0.444 -6.838 0.372
H 0.521 -1.326 -5.096 0.481
```

The calculation puts the total energy at -99104.880 eV. As for the HOMO-LUMO gap: 0.2328 Ha. Its net charge is -2.

***

[4]
Below is a structure of composition C33H28FeN6O3S2, with properties calculated with the ωB97M-V functional and the def2-TZVPD basis.

The geometry in XYZ format:
```
73
Properties=species:S:1:pos:R:3:mulliken_spin:R:1
Fe -0.265 -0.351 0.140 3.766
C 1.876 -2.980 0.428 0.006
C 0.513 -2.811 1.036 0.006
N -0.505 -2.786 0.245 0.011
N -1.732 -3.093 0.836 -0.005
C -2.741 -2.350 0.556 0.013
S -2.833 -0.852 -0.262 0.040
S -4.273 -3.069 1.239 0.000
C -4.083 -2.525 2.970 -0.001
C -4.652 -1.171 3.288 0.003
C -5.950 -1.053 3.779 0.000
C -6.495 0.189 4.071 0.000
C -5.738 1.337 3.872 0.000
C -4.445 1.227 3.379 0.000
C -3.901 -0.016 3.088 -0.004
C 0.386 -2.632 2.496 0.010
C 1.005 -3.467 3.416 0.002
C 0.877 -3.267 4.783 0.003
C 0.121 -2.178 5.221 0.002
C -0.470 -1.309 4.329 0.001
C -0.345 -1.484 2.929 -0.009
O -0.868 -0.639 2.104 0.017
H 1.778 -3.286 -0.612 -0.001
H 2.421 -3.748 0.983 0.001
H 2.437 -2.049 0.489 0.002
H -3.016 -2.575 3.195 0.000
H -4.593 -3.284 3.568 0.000
H -6.543 -1.950 3.925 0.000
H -7.507 0.261 4.452 0.000
H -6.158 2.312 4.095 0.000
H -3.852 2.116 3.203 0.000
H -2.902 -0.094 2.676 0.003
H 1.581 -4.310 3.051 0.000
H 1.349 -3.940 5.489 0.000
H 0.004 -2.001 6.287 0.000
H -1.028 -0.448 4.677 0.001
O -0.321 0.000 -1.831 0.051
C -0.710 1.055 -2.446 0.022
C -1.381 0.945 -3.697 0.010
C -1.765 2.049 -4.418 -0.002
C -1.499 3.348 -3.965 0.008
C -0.850 3.487 -2.753 -0.004
C -0.487 2.385 -1.979 -0.006
C 0.198 2.625 -0.711 0.014
N 0.019 1.916 0.337 0.020
N 0.985 2.220 1.343 0.004
C 2.001 1.044 1.411 -0.044
O 1.750 0.044 0.614 0.033
C 3.442 1.523 1.305 0.004
C 4.441 0.557 1.209 0.003
C 5.777 0.922 1.170 0.000
C 6.137 2.265 1.214 0.000
C 5.146 3.231 1.296 0.001
C 3.807 2.860 1.349 0.002
H -1.592 -0.058 -4.044 0.000
H -2.287 1.908 -5.360 0.000
H -1.796 4.215 -4.542 0.001
H -0.620 4.479 -2.374 0.000
H 0.924 3.443 -0.656 0.000
H 4.144 -0.481 1.153 0.002
H 6.543 0.158 1.097 0.000
H 7.181 2.553 1.182 0.000
H 5.415 4.281 1.326 0.000
H 3.026 3.606 1.415 -0.002
N 0.818 2.965 3.697 0.000
C 1.994 2.522 4.373 0.000
C 2.410 1.342 3.921 0.000
N 1.576 0.872 2.885 0.010
C 0.551 1.906 2.698 0.011
H 0.953 3.861 3.234 0.000
H 2.392 3.096 5.196 0.000
H 3.227 0.744 4.292 0.000
H -0.478 1.548 2.754 -0.006
```

The calculation puts the total energy at -105816.940 eV. The multiplicity is 5. As for the expectation value of S²: 6.0132. As for the HOMO-LUMO gap (spin up / spin down): 0.2213 / 0.2187 Ha. Its net charge is -2.

***

[5]
Below is a cluster of 2 separate species, C6H12O in total, with properties calculated with the ωB97M-V functional and the def2-TZVPD basis.

The geometry in XYZ format:
```
19
Properties=species:S:1:pos:R:3:nbo_charge:R:1
C 2.109 -0.423 0.010 -0.534
C 1.232 0.404 0.600 0.345
O 1.035 0.788 1.923 -0.718
C 0.298 1.231 -0.213 -0.467
C -1.187 1.042 0.138 -0.376
C -1.840 -0.401 0.092 -0.490
C -1.143 -1.253 -0.890 -0.300
H 2.353 -0.135 -1.017 0.211
H 1.118 -3.284 -0.998 0.001
H 2.645 -1.306 0.359 0.217
H 1.881 1.124 2.250 0.491
H 0.571 2.252 0.067 0.215
H 0.466 1.075 -1.280 0.213
H -1.354 1.452 1.140 0.214
H -1.744 1.643 -0.587 0.203
H -2.902 -0.239 -0.140 0.212
H -1.793 -0.865 1.087 0.214
H -1.607 -1.483 -1.846 0.170
H -0.139 -1.622 -0.694 0.178
```

The calculation puts the total energy at -8457.926 eV. As for the HOMO-LUMO gap (spin up / spin down): 0.2737 / 0.3480 Ha.

***

[6]
Below is a structure of composition C5H9Cl2FS, with properties calculated with the ωB97M-V functional and the def2-TZVPD basis.

The geometry in XYZ format:
```
18
Properties=species:S:1:pos:R:3:nbo_charge:R:1
C 0.407 -1.552 0.129 -0.366
C 0.259 -0.284 0.923 -0.445
C -0.771 -0.641 -0.103 -0.258
C -2.131 -1.114 0.324 -0.347
C 1.049 2.641 -0.719 0.051
H 2.708 -1.740 -0.403 0.115
H 0.201 -2.485 0.646 0.221
H -0.011 -0.381 1.973 0.209
H 0.931 0.535 0.700 0.197
H -0.758 -0.058 -1.021 0.236
H -2.068 -1.757 1.206 0.210
H -2.634 -1.660 -0.473 0.216
H 0.745 3.232 0.145 0.184
H 1.640 3.226 -1.423 0.189
F -0.052 2.153 -1.345 -0.336
S 1.615 -1.684 -1.182 -0.011
Cl -3.196 0.261 0.761 -0.083
Cl 2.064 1.308 -0.136 0.018
```

The calculation puts the total energy at -43926.005 eV. As for the HOMO-LUMO gap: 0.3500 Ha.

***

[7]
Below is a cluster of 12 separate species, C14H52O12 in total, with properties calculated with the ωB97M-V functional and the def2-TZVPD basis.

The geometry in XYZ format:
```
78
Properties=species:S:1:pos:R:3:mulliken_charge:R:1
C 5.157 3.285 1.836 -1.325
C 3.909 2.453 1.594 0.398
O 3.395 2.051 2.848 -0.533
H 5.883 2.688 2.392 0.302
H 5.002 4.200 2.405 0.309
H 5.599 3.559 0.876 0.368
H 4.061 1.616 0.903 0.200
H 3.190 3.075 1.035 0.093
H 2.594 1.543 2.676 0.158
C -6.937 0.673 -1.452 -0.959
C -5.889 1.512 -0.715 -0.199
O -4.932 0.661 -0.077 -0.527
H -7.160 -0.164 -0.790 0.271
H -6.550 0.231 -2.376 0.224
H -7.801 1.261 -1.761 0.359
H -6.384 2.068 0.076 0.297
H -5.305 2.147 -1.386 0.239
H -4.403 0.209 -0.747 0.310
C 0.020 3.338 4.271 -0.732
C 0.876 4.489 3.755 0.069
O 0.213 5.184 2.711 -0.545
H 0.594 2.714 4.962 0.301
H -0.376 2.712 3.471 -0.003
H -0.850 3.710 4.818 0.332
H 1.856 4.096 3.464 -0.030
H 1.060 5.214 4.548 0.340
H 0.185 4.665 1.894 0.329
C -1.135 -0.156 0.106 -0.746
C 0.240 0.493 0.152 0.047
O 0.295 1.426 1.235 -0.209
H -1.964 0.538 -0.049 0.481
H -1.358 -0.678 1.040 0.163
H -1.215 -0.900 -0.696 0.057
H 0.356 1.036 -0.797 0.144
H 1.075 -0.203 0.176 -0.004
H -0.217 2.192 0.925 0.078
C -1.310 -3.912 -2.531 -0.676
C -0.873 -5.367 -2.546 -0.382
O -1.746 -6.109 -3.378 -0.526
H -1.560 -3.580 -3.540 0.413
H -0.520 -3.281 -2.122 0.164
H -2.198 -3.746 -1.919 0.176
H -0.896 -5.701 -1.500 0.271
H 0.157 -5.451 -2.908 0.280
H -1.515 -7.040 -3.305 0.307
C 0.597 -3.566 0.728 -0.406
C -0.482 -3.710 1.795 -0.584
O -0.318 -2.654 2.741 -0.429
H 0.642 -2.578 0.277 -0.222
H 0.478 -4.378 0.010 0.359
H 1.570 -3.680 1.210 0.353
H -0.351 -4.700 2.245 0.444
H -1.510 -3.711 1.416 0.257
H -0.590 -2.991 3.602 0.239
C 3.360 -2.572 -1.256 -0.003
O 4.150 -2.531 -2.444 -0.527
H 3.863 -3.048 -0.414 0.317
H 3.083 -1.552 -1.005 -0.108
H 2.447 -3.120 -1.511 0.044
H 4.452 -3.421 -2.643 0.284
C 3.490 1.131 -2.573 -0.151
O 3.815 2.476 -2.311 -0.524
H 2.651 0.746 -1.984 -0.234
H 3.267 0.916 -3.627 0.411
H 4.378 0.523 -2.396 0.243
H 3.030 3.018 -2.427 0.290
O 1.745 -0.412 2.917 -0.708
H 1.309 -1.273 2.843 0.255
H 1.177 0.212 2.430 0.423
O -1.961 1.440 -3.015 -0.577
H -2.046 1.447 -3.974 0.287
H -2.503 0.684 -2.712 0.383
O -3.563 -0.807 -2.205 -0.601
H -3.926 -1.165 -3.027 0.218
H -3.456 -1.577 -1.629 0.282
O -0.350 4.018 0.161 -0.664
H -1.214 3.754 -0.189 0.299
H 0.146 4.325 -0.607 0.267
```

Its SMILES is CCO.CCO.CCO.CCO.CCO.CCO.CO.CO.O.O.O.O. The calculation puts the total energy at -39928.982 eV. As for the HOMO-LUMO gap: 0.3285 Ha.

***

[8]
Below is the ion CH3Cl3N2P with charge +1, with properties calculated with the ωB97M-V functional and the def2-TZVPD basis.

The geometry in XYZ format:
```
10
Properties=species:S:1:pos:R:3:nbo_charge:R:1
C 1.913 0.072 0.053 -0.515
N 0.675 0.506 0.025 0.024
N -0.235 -0.546 0.136 -0.627
P -1.840 -0.128 0.073 1.433
Cl -2.129 1.720 -0.621 -0.091
Cl -2.442 -0.180 1.888 -0.043
Cl -2.734 -1.416 -1.176 -0.058
H 1.859 -1.058 0.032 0.245
H 2.581 0.704 0.701 0.307
H 2.350 0.326 -1.109 0.326
```

Its SMILES is CN=[N+]=P(Cl)(Cl)Cl. The calculation puts the total energy at -50913.429 eV. As for the HOMO-LUMO gap: 0.3409 Ha. Its net charge is +1.

***

Taking the records one at a time from the top gives max |F| values of 6.499; 5.354; 1.546; 0.633; 1.190; 5.428; 1.593; 8.571 eV/Å.